{"formula": "C24H36N8O3Pm", "method": "the ωB97M-V functional and the def2-TZVPD basis", "spin_multiplicity": 5, "total_charge": 1, "lumo_energy_ev": [-2.50, -2.48], "homo_ev": [-10.694, -10.696], "gap_ev": [8.20, 8.21], "elements": ["Pm", "N", "C", "C", "O", "N", "C", "C", "O", "O", "H", "H", "H", "H", "H", "H", "C", "N", "C", "C", "N", "C", "C", "C", "C", "C", "C", "C", "C", "C", "N", "C", "N", "C", "C", "N", "C", "C", "C", "N", "C", "C", "H", "H", "H", "H", "H", "H", "H", "H", "H", "H", "H", "H", "H", "H", "H", "H", "H", "H", "H", "H", "H", "H", "H", "H", "H", "H", "H", "H", "H", "H"], "positions_angstrom": [[-0.0435, 0.1994, -0.0021], [0.4588, 1.3989, 2.3970], [-0.8285, 1.3114, 3.1375], [-1.5429, -0.0118, 2.8267], [-1.8770, -0.7507, 3.7398], [-1.7168, -0.2141, 1.4968], [-2.3992, -1.4522, 1.0999], [-1.8356, -2.0826, -0.1869], [-1.9274, -3.2627, -0.3998], [-1.2199, -1.2290, -1.0236], [1.1501, 0.8517, 2.9017], [0.8062, 2.3524, 2.4232], [-1.4587, 2.1361, 2.8027], [-0.7030, 1.3824, 4.2167], [-3.4630, -1.2688, 0.9047], [-2.3609, -2.2076, 1.8851], [2.5786, -1.9106, -3.1944], [2.7569, -2.1982, -1.7763], [3.5551, -3.3757, -1.4681], [2.2946, -1.3766, -0.8160], [2.1859, -0.0693, -0.8943], [2.9480, 0.6521, -1.8524], [4.3118, 0.5274, -1.8257], [5.1173, 1.0449, -2.8579], [4.5260, 1.6247, -3.9377], [3.1198, 1.8098, -3.9823], [2.5336, 2.3745, -5.1449], [1.1872, 2.5504, -5.2224], [0.3882, 2.2854, -4.0933], [0.9208, 1.8084, -2.9235], [0.0894, 1.8106, -1.7657], [-0.5661, 2.9261, -1.4845], [-0.1184, 4.1709, -1.7702], [1.2992, 4.4668, -1.9147], [-1.0141, 5.1992, -2.2834], [-1.7207, 2.8243, -0.7564], [-2.7409, 1.8049, -1.0273], [-2.1773, 3.8994, 0.1152], [2.3084, 1.4220, -2.8832], [1.7150, -1.9452, 0.3268], [2.1565, -1.5382, 1.6630], [1.1911, -3.3173, 0.2879], [3.4698, -1.4654, -3.6410], [1.7321, -1.2448, -3.3371], [2.3558, -2.8522, -3.6971], [4.4869, -3.3198, -2.0338], [3.0363, -4.2976, -1.7351], [3.8101, -3.3963, -0.4119], [4.7658, -0.0353, -1.0185], [6.1920, 0.9309, -2.8129], [5.1173, 1.9613, -4.7795], [3.1775, 2.6356, -5.9748], [0.7295, 2.9361, -6.1234], [-0.6702, 2.5179, -4.1246], [1.8921, 3.7507, -1.3506], [1.4772, 5.4638, -1.5102], [1.6180, 4.4440, -2.9593], [-2.0295, 4.8202, -2.3572], [-0.6857, 5.4813, -3.2865], [-1.0087, 6.0879, -1.6502], [-2.3627, 1.0733, -1.7388], [-3.6287, 2.2821, -1.4491], [-3.0107, 1.3007, -0.0989], [-2.9659, 4.4952, -0.3499], [-1.3462, 4.5476, 0.3802], [-2.5899, 3.4530, 1.0208], [2.6845, -0.5873, 1.6051], [2.8233, -2.2902, 2.0935], [1.2947, -1.4472, 2.3311], [0.7914, -3.5349, -0.6981], [0.3676, -3.3865, 0.9967], [1.9518, -4.0463, 0.5717]], "forces_ev_per_angstrom": [[0.858, 1.183, 0.244], [-0.122, -0.103, -0.106], [-0.068, -0.033, 0.002], [-0.145, -0.138, -0.146], [-0.018, 0.070, 0.058], [-0.183, -0.396, 0.174], [-0.192, -0.145, 0.094], [-0.001, 0.266, -0.143], [-0.068, -0.113, -0.036], [-0.602, -0.841, 0.203], [0.017, 0.027, -0.001], [-0.005, 0.000, -0.006], [-0.020, -0.001, 0.036], [0.065, 0.018, -0.012], [0.000, 0.015, 0.036], [0.002, 0.016, 0.015], [0.054, 0.039, 0.023], [-0.112, -0.031, 0.011], [-0.002, -0.001, 0.019], [0.021, 0.063, -0.034], [0.167, 0.043, -0.144], [-0.065, -0.038, -0.013], [0.053, -0.014, -0.051], [-0.004, -0.016, 0.021], [-0.036, 0.004, 0.008], [0.046, 0.038, -0.099], [0.031, -0.018, 0.033], [-0.061, 0.002, 0.034], [-0.006, 0.042, -0.084], [0.129, 0.020, 0.055], [0.144, 0.071, -0.194], [0.068, -0.044, -0.055], [-0.011, 0.058, 0.051], [-0.019, -0.026, 0.002], [-0.007, -0.006, 0.017], [0.005, -0.073, 0.075], [0.114, 0.057, -0.120], [-0.008, -0.065, 0.000], [-0.055, -0.060, 0.050], [0.002, 0.044, -0.016], [0.105, 0.061, -0.029], [-0.042, 0.110, 0.020], [0.007, 0.005, -0.005], [-0.022, 0.029, 0.009], [0.019, 0.006, -0.002], [-0.004, -0.002, -0.005], [-0.001, -0.001, -0.003], [0.004, -0.007, 0.006], [0.000, -0.002, 0.000], [-0.002, -0.009, 0.015], [-0.005, 0.007, -0.002], [0.006, -0.005, 0.003], [-0.002, -0.003, 0.000], [0.002, -0.004, 0.005], [-0.005, -0.005, 0.003], [0.008, 0.005, -0.010], [0.012, 0.008, 0.001], [0.006, -0.009, -0.004], [-0.001, 0.009, 0.002], [0.007, 0.003, -0.001], [-0.009, -0.006, 0.002], [-0.014, -0.009, 0.007], [-0.044, -0.032, -0.023], [0.006, 0.016, 0.010], [-0.007, 0.008, 0.006], [0.006, 0.003, 0.004], [0.000, -0.002, -0.009], [0.022, 0.012, -0.007], [0.004, -0.041, 0.011], [-0.005, -0.019, 0.000], [-0.002, -0.012, 0.009], [-0.017, -0.026, -0.016]]}

---

{"formula": "C24H36O12", "method": "the ωB97M-V functional and the def2-TZVPD basis", "spin_multiplicity": 1, "lumo_energy_ev": 0.34, "homo_ev": -9.077, "gap_ev": 9.42, "elements": ["O", "C", "O", "C", "C", "C", "H", "H", "H", "H", "H", "H", "O", "C", "O", "C", "C", "C", "H", "H", "H", "H", "H", "H", "O", "C", "O", "C", "C", "C", "H", "H", "H", "H", "H", "H", "O", "C", "O", "C", "C", "C", "H", "H", "H", "H", "H", "H", "O", "C", "O", "C", "C", "C", "H", "H", "H", "H", "H", "H", "O", "C", "O", "C", "C", "C", "H", "H", "H", "H", "H", "H"], "positions_angstrom": [[-3.6601, -4.1653, 2.4711], [-3.8592, -3.0010, 2.6483], [-4.4931, -2.2623, 1.7430], [-4.5446, -0.9104, 2.1193], [-4.4890, -0.9384, 3.7003], [-3.6952, -2.2439, 3.9151], [-5.4577, -0.4476, 1.7449], [-3.6558, -0.3452, 1.8390], [-5.4988, -0.9403, 4.1106], [-3.8448, -0.1580, 4.1054], [-4.1487, -2.7586, 4.7622], [-2.6382, -2.0462, 4.0931], [-0.4097, -2.9365, 2.4736], [0.6272, -2.6087, 1.9359], [0.5782, -1.5109, 1.2073], [1.9085, -1.0557, 0.7201], [2.8406, -1.9684, 1.6024], [1.9754, -3.2659, 1.8915], [2.1128, -0.0136, 0.9660], [2.0352, -1.1964, -0.3533], [2.9922, -1.3692, 2.5003], [3.8147, -1.9854, 1.1135], [2.2823, -3.9185, 2.7088], [1.9082, -3.8942, 1.0033], [2.2126, -3.2280, -4.6925], [3.0434, -2.7626, -3.9366], [3.9976, -2.0542, -4.4894], [4.8644, -1.4209, -3.5559], [4.3977, -2.0355, -2.2550], [3.0249, -2.6548, -2.4010], [4.5960, -0.3690, -3.4583], [5.9230, -1.3295, -3.7993], [4.5347, -1.4260, -1.3618], [5.1118, -2.8450, -2.1037], [2.3438, -1.8057, -2.3432], [2.6599, -3.3829, -1.6766], [0.9386, 0.4408, -1.4343], [0.1021, 1.1203, -0.7482], [0.5778, 1.5715, 0.4571], [-0.4900, 2.1538, 1.2355], [-1.7742, 1.7823, 0.5629], [-1.2802, 1.5785, -0.9165], [-0.3506, 3.2344, 1.2066], [-0.6684, 1.8713, 2.2730], [-2.5421, 2.5433, 0.4237], [-2.2090, 0.8393, 0.8943], [-1.3786, 2.5886, -1.3143], [-1.8682, 0.9621, -1.5965], [-2.0513, -3.3301, -0.0742], [-1.9413, -3.3753, -1.3430], [-1.6242, -4.4781, -2.0088], [-1.6541, -4.1514, -3.3922], [-2.6599, -3.0321, -3.4312], [-2.3484, -2.2209, -2.2473], [-2.0665, -4.9870, -3.9579], [-0.6106, -3.9870, -3.6607], [-3.6795, -3.4012, -3.3204], [-2.5590, -2.4744, -4.3623], [-3.1653, -1.7006, -1.7472], [-1.4884, -1.5599, -2.1400], [1.7339, 4.9187, 1.6400], [1.5806, 6.0815, 1.2210], [1.0500, 6.3564, 0.0017], [0.7970, 7.7426, -0.0644], [1.7533, 8.3617, 0.9156], [1.8397, 7.2753, 2.0131], [-0.2309, 7.9969, 0.1940], [1.0579, 8.0783, -1.0681], [1.4045, 9.3310, 1.2719], [2.7005, 8.4454, 0.3828], [0.9466, 7.4752, 2.6052], [2.7678, 7.2035, 2.5803]], "forces_ev_per_angstrom": [[0.243, 0.007, -0.019], [-0.435, -1.982, 0.563], [-0.281, 0.728, -1.523], [0.021, 0.804, 2.122], [0.821, -0.231, -1.191], [-0.574, 0.992, 0.839], [0.173, -0.122, -0.163], [-0.028, -0.206, -0.714], [0.234, -0.044, 0.230], [-0.678, 0.501, -0.068], [0.481, -0.495, -0.170], [-0.020, -0.137, 0.074], [1.267, -0.450, 0.224], [-2.402, -0.804, 1.268], [1.348, 2.410, -1.797], [0.434, -2.028, 1.735], [-0.539, 0.567, -0.590], [1.128, 1.412, -0.977], [-0.594, -0.198, -0.087], [-0.428, -0.196, 0.315], [-0.011, -0.451, 0.397], [0.050, -0.844, 0.069], [-0.320, 0.477, 0.161], [0.255, -0.106, -0.214], [0.345, -0.277, 1.237], [-2.942, -1.678, -0.850], [2.202, 0.860, -0.931], [-1.924, 1.802, 1.207], [2.528, -1.684, 2.170], [0.421, 2.304, -1.771], [-0.412, 0.339, -0.644], [-0.070, -1.254, -0.178], [-0.165, 0.385, -0.232], [0.014, -0.450, 0.392], [-0.558, 0.108, 0.301], [0.428, -0.445, -0.726], [-4.105, 2.780, 1.732], [5.248, -2.034, -1.042], [-1.031, -0.426, 0.341], [-0.870, 1.297, 0.020], [-0.666, -1.013, -2.883], [-1.370, 0.193, 0.074], [0.197, 0.028, 0.091], [1.482, -0.505, 0.100], [0.026, 0.052, 0.989], [0.082, 0.171, 0.349], [0.855, 0.026, -0.474], [0.016, -0.251, 0.359], [1.029, -0.443, -4.946], [-1.676, 0.753, 6.681], [0.235, -0.238, 0.653], [-0.462, -0.933, -0.404], [0.394, 1.361, -2.489], [0.589, -0.433, 2.521], [0.374, -0.261, 0.146], [-0.210, 0.558, -0.574], [0.101, -0.239, -0.214], [-0.307, -0.077, -0.203], [-0.118, -0.180, -0.192], [0.234, 0.223, -1.096], [-0.379, 2.920, -1.621], [-0.135, -5.002, 1.055], [0.090, -0.789, 0.722], [0.165, 1.004, -0.576], [0.855, 0.167, 0.401], [-0.237, 2.147, -0.737], [-0.220, -0.341, -0.191], [-0.497, -0.065, -0.071], [0.244, -0.025, -0.043], [0.202, 0.319, 0.306], [0.210, -0.432, 0.690], [-0.358, 0.080, 0.066]]}

---

{"formula": "C24H36O18", "method": "the ωB97M-V functional and the def2-TZVPD basis", "spin_multiplicity": 1, "lumo_energy_ev": -0.50, "homo_ev": -10.690, "gap_ev": 10.19, "elements": ["C", "C", "C", "O", "C", "O", "O", "H", "H", "H", "H", "H", "H", "C", "C", "C", "O", "C", "O", "O", "H", "H", "H", "H", "H", "H", "C", "C", "C", "O", "C", "O", "O", "H", "H", "H", "H", "H", "H", "C", "C", "C", "O", "C", "O", "O", "H", "H", "H", "H", "H", "H", "C", "C", "C", "O", "C", "O", "O", "H", "H", "H", "H", "H", "H", "C", "C", "C", "O", "C", "O", "O", "H", "H", "H", "H", "H", "H"], "positions_angstrom": [[-2.5636, -5.9998, 2.8029], [-1.4427, -6.9636, 2.4964], [-0.1436, -6.3288, 1.9610], [0.8600, -6.7266, 2.9083], [0.3065, -7.3829, 3.9419], [0.8952, -7.7844, 4.8894], [-1.0263, -7.5349, 3.7581], [-3.1342, -5.7291, 1.9156], [-2.2242, -5.1324, 3.3652], [-3.2529, -6.5322, 3.4647], [-1.7313, -7.8032, 1.8652], [-0.2260, -5.2581, 1.7833], [0.1970, -6.8182, 1.0474], [3.3717, -3.4328, 1.9176], [4.8105, -3.5815, 1.5032], [5.6661, -2.3530, 1.3872], [6.9873, -2.9429, 1.6179], [6.8292, -3.9897, 2.4600], [7.7028, -4.5411, 3.0415], [5.5133, -4.3022, 2.5576], [2.8185, -4.3573, 1.7939], [2.8967, -2.5841, 1.4204], [3.2910, -3.1421, 2.9692], [4.8762, -4.2315, 0.6277], [5.5244, -1.6313, 2.1895], [5.7387, -1.9432, 0.3855], [0.0882, 3.7142, -1.4395], [1.2691, 4.6686, -1.4675], [1.8907, 4.8498, -2.8730], [2.0114, 6.2499, -3.0301], [1.3727, 6.8867, -2.0144], [1.2456, 8.0618, -1.9480], [0.9148, 5.9948, -1.1077], [0.0453, 3.2580, -0.4493], [0.3085, 2.8483, -2.0723], [-0.8539, 4.1742, -1.7246], [2.0405, 4.2795, -0.7994], [1.1978, 4.4385, -3.6144], [2.8475, 4.3424, -2.9710], [-1.9241, 1.4149, 0.8684], [-1.9407, -0.0170, 0.3770], [-1.1229, -0.2365, -0.8982], [-0.3384, -1.4076, -0.6261], [-0.3605, -1.6690, 0.7015], [0.1365, -2.6229, 1.2069], [-1.1439, -0.7777, 1.3372], [-0.9050, 1.7937, 0.8046], [-2.3710, 1.4360, 1.8544], [-2.4424, 2.0880, 0.1759], [-2.9163, -0.4927, 0.4545], [-0.3876, 0.5598, -1.0203], [-1.7204, -0.4108, -1.7883], [-1.3260, 1.1592, -5.0311], [0.0638, 0.7422, -5.4635], [0.6801, -0.4862, -4.7875], [0.8049, -1.4365, -5.8562], [0.5595, -0.8359, -7.0336], [0.7588, -1.3087, -8.0998], [0.0204, 0.4030, -6.8427], [-1.4872, 1.3703, -3.9709], [-2.0586, 0.4345, -5.3829], [-1.5237, 2.1357, -5.4823], [0.7361, 1.5917, -5.3134], [0.1064, -0.8810, -3.9527], [1.7070, -0.2996, -4.4724], [-3.5407, 5.2021, 1.1379], [-3.0276, 5.0265, 2.5590], [-3.9760, 5.5846, 3.6190], [-4.8258, 4.4682, 3.9137], [-4.2619, 3.3463, 3.3861], [-4.7751, 2.2794, 3.3207], [-3.0074, 3.6461, 2.9687], [-4.4658, 4.6270, 1.0121], [-2.8115, 4.9439, 0.3777], [-3.8736, 6.2350, 1.0180], [-1.9954, 5.3697, 2.5791], [-4.5220, 6.4502, 3.2533], [-3.4411, 5.8343, 4.5366]], "forces_ev_per_angstrom": [[-0.549, -0.661, 0.197], [0.530, 0.189, 0.453], [0.178, -1.140, -0.508], [-0.064, 0.799, 0.091], [-0.390, -0.074, 0.109], [0.175, -0.044, 0.090], [0.209, 0.071, -0.241], [0.188, 0.236, -0.063], [0.176, 0.134, -0.248], [-0.071, 0.069, -0.099], [-0.316, 0.121, -0.022], [0.323, 0.124, 0.478], [-0.361, 0.256, -0.256], [-0.120, 0.851, 0.554], [-0.494, -0.770, 0.797], [1.430, -0.830, -0.230], [-0.212, 0.354, 0.053], [-0.372, -0.019, 0.131], [0.181, -0.057, -0.020], [0.181, 0.107, -0.299], [-0.134, 0.063, -0.185], [-0.123, -0.385, -0.487], [0.298, -0.240, 0.059], [0.138, 0.328, -0.257], [-0.393, 0.208, -0.194], [-0.382, 0.356, 0.095], [0.597, -0.515, 0.504], [0.499, -0.445, -0.763], [-0.728, -0.476, 0.212], [0.051, -0.016, 0.086], [0.246, 0.073, -0.329], [-0.091, -0.043, 0.152], [-0.203, 0.033, 0.317], [-0.482, 0.362, 0.111], [-0.071, 0.225, -0.327], [0.001, 0.033, -0.041], [-0.058, 0.330, 0.247], [0.133, 0.232, -0.185], [0.128, 0.243, -0.028], [-0.278, -0.090, -0.933], [1.145, 0.085, 0.807], [0.139, -0.357, 0.342], [-0.099, -0.142, -0.149], [-1.135, -0.248, -0.097], [0.520, 0.118, 0.072], [0.244, -0.051, -0.028], [0.157, -0.221, 0.683], [0.142, 0.430, 0.102], [-0.486, -0.248, 0.193], [-0.183, 0.200, -0.628], [-0.332, 0.314, -0.259], [0.065, 0.072, -0.081], [-0.288, 0.569, -0.194], [-0.112, 0.463, 0.832], [0.558, -0.132, -0.503], [-0.228, -0.089, 0.365], [-0.279, 0.282, -0.243], [-0.024, -0.154, -0.063], [0.461, -0.192, 0.068], [0.450, -0.478, 0.141], [-0.092, 0.031, 0.076], [-0.220, -0.237, -0.323], [0.044, -0.016, -0.276], [-0.138, -0.218, -0.161], [-0.121, 0.166, 0.312], [-0.942, -0.014, 0.426], [0.232, -0.021, -0.108], [0.766, 0.109, 0.254], [-0.259, -0.099, -0.663], [0.065, 0.453, 0.395], [0.049, -0.039, 0.164], [-0.029, -0.325, -0.770], [0.216, -0.181, -0.156], [0.032, -0.074, -0.015], [0.382, 0.103, -0.154], [-0.083, 0.190, 0.535], [-0.365, -0.180, 0.136], [-0.023, 0.141, -0.051]]}

---

Ordered energy relative to the best compared isomer or geometry (same formula, charge and spin) results: 5.3, 96.6, 43.7; unit kcal/mol.
Ordered energy results: -2208.1963, -1838.9165, -2290.4909; unit a.u..